ORCA calculation (ωB97M-V/def2-TZVPD) on a gas-phase ion, C9H13N2 (charge +1) at a distorted geometry.

```
24
Properties=species:S:1:pos:R:3:forces:R:3
C 2.783195 0.294683 0.170758 -2.4997 -1.4677 1.0785
C 2.064263 1.534799 0.196985 -1.5262 -1.6339 -1.6220
C 2.176866 -0.934219 0.157527 0.6576 0.0794 -0.2436
C 0.716043 1.427809 -0.001144 0.3649 -3.5685 0.8084
C 0.027758 -0.011825 0.111131 1.5322 1.0520 -0.8853
C -0.370808 2.358817 -0.311544 0.5161 1.8514 -1.9315
C -1.650560 1.537520 -0.214503 -1.5481 0.1749 0.8412
C 0.269123 -2.565897 -0.019949 -3.4719 1.6290 4.2648
C -2.339928 -0.864828 0.150372 -1.0778 0.2689 -0.7327
N 0.740348 -1.166841 0.057638 3.1381 1.4571 0.8299
N -1.279962 0.108349 0.083782 -0.1124 2.7498 -0.0136
H 3.800794 0.254557 0.383153 1.6814 0.1825 -0.0952
H 2.661027 2.398028 0.043002 -0.0488 1.0821 0.2914
H 2.937216 -1.765276 0.193862 -1.8009 0.3240 -0.0701
H -0.303130 3.196486 0.416581 -0.4987 -0.3537 -0.6416
H -0.175741 2.809665 -1.409350 -0.6223 -0.9318 2.4463
H -2.321114 1.941489 0.570946 0.5762 -0.4687 0.1193
H -2.348326 1.555935 -1.059783 0.7249 -0.0919 -0.4052
H 0.215798 -3.129939 1.029923 -0.0844 1.7078 -1.8543
H -0.743922 -2.471366 -0.437088 0.8151 -0.9297 0.0253
H 0.903427 -3.152803 -0.518434 2.3976 -1.7703 -2.6301
H -3.400685 -0.396977 0.193457 2.1193 -0.6420 0.0449
H -2.215463 -1.436404 -0.757720 -0.9078 -0.3429 -0.3371
H -2.146209 -1.521769 0.970391 -0.3244 -0.3579 0.7124
```
Positions in Å, forces in eV/Å.

## Properties
SMILES: CN1C=CC=C2CC[N+](C)=C21
Maximum force: 0.112 Eh/bohr
HOMO-LUMO gap: 8.713 eV
E: -459.95574 hartree
Net charge: +1
Relative energy (zero: lowest compared OMol25 entry of this formula, charge and spin): 153.11 kJ/mol

ORCA calculation (ωB97M-V/def2-TZVPD) on 2 unconnected molecules or ions with the total composition C9H13N2 at a distorted geometry.

```
24
Properties=species:S:1:pos:R:3:forces:R:3
C -3.284961 -0.765528 -0.081592 -1.9866 -1.2724 0.5626
C -2.664438 0.353225 -0.664307 0.0243 0.6635 0.3960
C -2.565599 -1.758340 0.576681 2.6823 1.2143 -2.9224
C -1.285936 0.399745 -0.692669 -1.1527 -0.9172 0.7419
C -1.112920 -1.743670 0.462290 -2.7001 -0.0019 1.9247
C -0.500212 -0.639334 -0.059544 -0.8729 3.0710 -2.0256
C 2.980896 -2.009806 0.023306 -0.8920 3.8560 0.4292
C 1.738782 -1.666123 -0.349152 -0.8099 0.0004 -0.1676
C 0.898171 -0.373110 -0.191648 3.8750 -0.1446 0.4934
N 1.446646 0.867652 -0.125756 -0.1083 -2.0664 -0.2969
N 1.197692 3.535184 0.486867 -2.2394 0.5442 -0.8251
H -4.397506 -1.102537 -0.107991 1.7863 1.7300 -0.2374
H -3.141365 1.296771 -1.003026 -0.2881 -1.2807 -0.1126
H -3.125049 -2.637541 0.714641 -0.1368 -1.1093 1.1569
H -0.930983 1.221107 -1.292871 0.9312 0.0395 0.3031
H -0.592891 -2.458640 1.062526 0.5791 -0.5654 -0.1818
H 3.757734 -1.341337 0.417273 -0.5539 -0.0319 -0.0953
H 3.229801 -2.991570 0.038444 0.7914 -2.8840 -0.3978
H 1.134396 -2.522129 -0.738745 0.3044 1.0456 0.4333
H 2.476592 1.019813 -0.305769 -1.6763 -0.7333 0.2002
H 0.965290 1.794921 0.131699 0.3142 -0.7820 -0.3819
H 1.552648 3.402638 1.416356 0.2239 0.6207 0.2835
H 0.371106 4.189705 0.447849 1.2585 -1.0963 0.5619
H 1.852108 3.928911 -0.164865 0.6465 0.1003 0.1580
```
Positions in Å, forces in eV/Å.

## Properties
Maximum force: 0.081 Eh/bohr
HOMO-LUMO gap: 8.430 eV
E: -459.95490 hartree
Net charge: +1
Relative energy (zero: lowest compared OMol25 entry of this formula, charge and spin): 155.30 kJ/mol

ORCA calculation (ωB97M-V/def2-TZVPD) on a gas-phase ion, C9H13N2O2 (charge +1) at a distorted geometry.

```
26
Properties=species:S:1:pos:R:3:forces:R:3
C 0.249436 1.190442 0.656830 -0.3957 -0.1579 4.6864
C 0.950594 1.795572 -0.331853 -1.7332 1.5527 -7.0969
C 0.170796 1.777721 -1.658746 3.1929 -0.3166 3.8412
C -1.028679 -0.068443 -0.492494 -0.5771 2.6225 -0.7959
C -1.098883 1.015978 -1.565978 -2.0840 1.4947 1.1987
C -0.831146 -0.441378 1.979375 -3.4476 1.0330 -1.4054
C -0.868806 -1.928440 1.719185 0.8795 0.0323 -0.4033
C -0.577450 -1.267413 -0.679785 -0.8435 -3.7943 -0.6357
C 2.381974 1.837198 -0.297353 0.6242 -0.1350 -2.4433
N -0.904036 0.515828 0.758162 -0.1243 -2.3750 0.4303
N -0.003390 -2.147792 0.506206 0.0681 0.3431 -2.5970
O 0.653886 2.264799 -2.623315 0.4018 0.8451 -2.9355
O -0.915581 -2.084071 -1.717526 0.6925 -0.2387 -0.6156
H 0.810817 1.201995 1.484050 1.4881 0.3171 3.7197
H -1.728755 1.969477 -1.179896 0.1894 -2.7032 -1.0862
H -1.326556 0.593072 -2.526087 -0.6090 0.4242 -0.5506
H -1.792049 -0.241791 2.502339 1.1576 0.2482 0.4743
H 0.060433 -0.028905 2.307328 1.2644 -0.2919 2.3147
H -0.473122 -2.498960 2.589254 -0.3461 0.3719 -0.6272
H -1.868524 -2.276224 1.417745 0.4228 0.0587 0.2523
H 2.699299 0.813111 -0.132294 0.4609 -0.5272 0.4075
H 2.881445 2.483416 0.362397 0.3395 0.7828 1.4961
H 2.769047 2.117488 -1.292126 -0.2717 -0.1030 0.2275
H 0.986135 -1.831089 0.522544 -0.6287 0.0408 0.8915
H 0.086337 -3.144914 0.203581 -0.6364 0.8211 0.0572
H -1.283221 -1.616680 -2.511542 0.5157 -0.3457 1.1952
```
Positions in Å, forces in eV/Å.

## Properties
Spin multiplicity: 3
Maximum force: 0.145 Eh/bohr
HOMO-LUMO gap (spin up / spin down): 5.510 / 6.836 eV
E: -610.21407 hartree
Net charge: +1

What did the first record say?
ORCA calculation (ωB97M-V/def2-TZVPD) on a gas-phase ion, C9H13N2 (charge +1) at a distorted geometry.

```
24
Properties=species:S:1:pos:R:3:forces:R:3
C 2.783195 0.294683 0.170758 -2.4997 -1.4677 1.0785
C 2.064263 1.534799 0.196985 -1.5262 -1.6339 -1.6220
C 2.176866 -0.934219 0.157527 0.6576 0.0794 -0.2436
C 0.716043 1.427809 -0.001144 0.3649 -3.5685 0.8084
C 0.027758 -0.011825 0.111131 1.5322 1.0520 -0.8853
C -0.370808 2.358817 -0.311544 0.5161 1.8514 -1.9315
C -1.650560 1.537520 -0.214503 -1.5481 0.1749 0.8412
C 0.269123 -2.565897 -0.019949 -3.4719 1.6290 4.2648
C -2.339928 -0.864828 0.150372 -1.0778 0.2689 -0.7327
N 0.740348 -1.166841 0.057638 3.1381 1.4571 0.8299
N -1.279962 0.108349 0.083782 -0.1124 2.7498 -0.0136
H 3.800794 0.254557 0.383153 1.6814 0.1825 -0.0952
H 2.661027 2.398028 0.043002 -0.0488 1.0821 0.2914
H 2.937216 -1.765276 0.193862 -1.8009 0.3240 -0.0701
H -0.303130 3.196486 0.416581 -0.4987 -0.3537 -0.6416
H -0.175741 2.809665 -1.409350 -0.6223 -0.9318 2.4463
H -2.321114 1.941489 0.570946 0.5762 -0.4687 0.1193
H -2.348326 1.555935 -1.059783 0.7249 -0.0919 -0.4052
H 0.215798 -3.129939 1.029923 -0.0844 1.7078 -1.8543
H -0.743922 -2.471366 -0.437088 0.8151 -0.9297 0.0253
H 0.903427 -3.152803 -0.518434 2.3976 -1.7703 -2.6301
H -3.400685 -0.396977 0.193457 2.1193 -0.6420 0.0449
H -2.215463 -1.436404 -0.757720 -0.9078 -0.3429 -0.3371
H -2.146209 -1.521769 0.970391 -0.3244 -0.3579 0.7124
```
Positions in Å, forces in eV/Å.

## Properties
SMILES: CN1C=CC=C2CC[N+](C)=C21
Maximum force: 0.112 Eh/bohr
HOMO-LUMO gap: 8.713 eV
E: -459.95574 hartree
Net charge: +1
Relative energy (zero: lowest compared OMol25 entry of this formula, charge and spin): 153.11 kJ/mol